(w)
{
  "formula": "C21H64N8O11",
  "method": "ωB97M-V/def2-TZVPD",
  "elements": ["C", "O", "H", "H", "H", "H", "C", "O", "H", "H", "H", "H", "C", "O", "N", "N", "H", "H", "H", "H", "C", "O", "N", "N", "H", "H", "H", "H", "C", "O", "N", "N", "H", "H", "H", "H", "C", "O", "N", "N", "H", "H", "H", "H", "C", "C", "C", "O", "H", "H", "H", "H", "H", "H", "H", "H", "C", "C", "C", "O", "H", "H", "H", "H", "H", "H", "H", "H", "C", "C", "C", "O", "H", "H", "H", "H", "H", "H", "H", "H", "C", "C", "C", "O", "H", "H", "H", "H", "H", "H", "H", "H", "C", "C", "C", "O", "H", "H", "H", "H", "H", "H", "H", "H"],
  "positions_angstrom": [[-33.02, 10.41, 10.89], [-31.77, 10.95, 11.30], [-32.86, 9.37, 10.55], [-33.42, 11.03, 10.10], [-33.70, 10.26, 11.72], [-31.30, 11.15, 10.50], [-27.23, 13.66, 10.71], [-28.41, 13.52, 11.48], [-27.14, 14.59, 10.19], [-27.27, 12.93, 9.86], [-26.44, 13.35, 11.36], [-29.15, 13.88, 10.95], [-26.87, 11.03, 13.40], [-26.94, 10.57, 12.14], [-27.41, 12.17, 13.74], [-26.17, 10.45, 14.38], [-27.91, 12.70, 12.99], [-27.15, 12.65, 14.62], [-25.62, 9.62, 14.08], [-26.39, 10.54, 15.41], [-28.40, 12.24, 18.73], [-27.77, 13.03, 19.65], [-28.47, 10.96, 18.81], [-28.70, 12.65, 17.51], [-28.13, 10.40, 19.60], [-28.94, 10.41, 18.12], [-28.68, 13.59, 17.24], [-28.83, 11.97, 16.70], [-29.83, 10.62, 9.15], [-29.91, 9.34, 8.70], [-30.63, 11.56, 8.72], [-29.03, 11.03, 10.07], [-31.20, 11.27, 7.96], [-30.43, 12.55, 8.89], [-28.28, 10.42, 10.37], [-28.98, 11.90, 10.60], [-30.98, 12.68, 13.80], [-32.28, 12.81, 13.36], [-30.18, 11.74, 13.36], [-30.41, 13.50, 14.67], [-30.62, 11.11, 12.65], [-29.12, 11.75, 13.53], [-31.07, 14.11, 15.16], [-29.42, 13.72, 14.81], [-27.92, 7.58, 13.12], [-29.38, 7.35, 12.72], [-29.88, 8.31, 11.74], [-29.71, 6.19, 12.35], [-27.16, 7.30, 12.44], [-27.70, 7.16, 14.11], [-27.84, 8.59, 13.39], [-29.89, 7.53, 13.61], [-29.57, 9.36, 11.96], [-30.97, 8.35, 11.57], [-29.43, 8.16, 10.72], [-30.65, 6.07, 12.46], [-31.96, 6.21, 15.19], [-32.77, 6.77, 13.96], [-32.79, 8.28, 13.93], [-32.37, 6.34, 12.90], [-31.80, 7.04, 15.89], [-31.05, 5.80, 14.81], [-32.45, 5.35, 15.71], [-33.83, 6.53, 14.08], [-33.01, 8.68, 14.86], [-33.64, 8.50, 13.23], [-31.97, 8.80, 13.56], [-32.91, 5.55, 12.66], [-30.74, 15.66, 11.33], [-31.01, 14.53, 10.31], [-32.16, 14.90, 9.32], [-30.03, 14.28, 9.55], [-30.32, 16.56, 10.90], [-30.07, 15.32, 12.11], [-31.66, 15.86, 11.83], [-31.38, 13.66, 10.91], [-33.07, 14.89, 9.87], [-32.34, 14.14, 8.57], [-32.02, 15.84, 8.79], [-29.85, 15.01, 8.99], [-28.68, 16.53, 14.60], [-27.94, 15.70, 15.57], [-28.48, 15.96, 16.99], [-27.77, 14.49, 15.28], [-28.26, 16.58, 13.63], [-28.62, 17.61, 14.94], [-29.71, 16.26, 14.32], [-26.93, 16.01, 15.63], [-29.43, 15.49, 17.04], [-28.69, 17.00, 17.17], [-27.84, 15.70, 17.88], [-26.92, 14.22, 15.64], [-28.87, 8.47, 16.30], [-29.81, 9.56, 15.86], [-30.92, 9.84, 16.91], [-29.22, 10.62, 15.69], [-28.03, 8.49, 15.55], [-29.29, 7.43, 16.20], [-28.46, 8.41, 17.30], [-30.20, 9.29, 14.91], [-30.65, 10.41, 17.75], [-31.33, 8.83, 17.24], [-31.77, 10.33, 16.43], [-29.63, 11.12, 14.98]],
  "e_homo_ha": -0.323,
  "smiles": "NC(N)=O.NC(N)=O.NC(N)=O.NC(N)=O.CC(C)O.CC(C)O.CC(C)O.CC(C)O.CC(C)O.CO.CO",
  "multiplicity": 1
}

(x)
{
  "formula": "C21H64N8O11",
  "method": "ωB97M-V/def2-TZVPD",
  "elements": ["C", "O", "H", "H", "H", "H", "C", "O", "H", "H", "H", "H", "C", "O", "N", "N", "H", "H", "H", "H", "C", "O", "N", "N", "H", "H", "H", "H", "C", "O", "N", "N", "H", "H", "H", "H", "C", "O", "N", "N", "H", "H", "H", "H", "C", "C", "C", "O", "H", "H", "H", "H", "H", "H", "H", "H", "C", "C", "C", "O", "H", "H", "H", "H", "H", "H", "H", "H", "C", "C", "C", "O", "H", "H", "H", "H", "H", "H", "H", "H", "C", "C", "C", "O", "H", "H", "H", "H", "H", "H", "H", "H", "C", "C", "C", "O", "H", "H", "H", "H", "H", "H", "H", "H"],
  "positions_angstrom": [[4.37, -0.13, 2.32], [3.37, -0.14, 3.29], [4.28, -0.76, 1.51], [5.28, -0.54, 2.78], [4.68, 0.86, 1.94], [3.73, 0.35, 4.00], [-0.11, -2.95, -1.66], [-0.91, -4.06, -1.65], [-0.62, -2.13, -1.02], [0.00, -2.52, -2.63], [0.87, -3.08, -1.31], [-1.68, -3.69, -1.29], [1.59, -3.32, 2.08], [0.65, -4.32, 2.16], [1.45, -2.14, 2.58], [2.77, -3.43, 1.52], [2.24, -1.54, 2.89], [0.52, -1.89, 3.02], [3.50, -2.76, 1.59], [2.90, -4.35, 1.13], [0.39, 1.93, 2.33], [-0.86, 1.60, 1.95], [0.68, 2.68, 3.37], [1.51, 1.35, 1.87], [-0.12, 2.95, 3.92], [1.55, 2.55, 3.85], [1.22, 0.52, 1.17], [2.21, 1.15, 2.49], [1.60, -0.17, -0.43], [2.92, -0.46, -0.43], [0.75, -0.66, 0.45], [1.10, 0.55, -1.30], [1.21, -1.35, 1.08], [-0.31, -0.64, 0.43], [1.89, 1.09, -1.67], [0.10, 0.72, -1.44], [-2.10, 0.39, -0.90], [-1.53, 1.49, -1.38], [-2.52, -0.52, -1.68], [-2.27, 0.00, 0.32], [-2.33, -0.47, -2.72], [-2.84, -1.50, -1.36], [-1.92, 0.73, 1.04], [-2.82, -0.77, 0.68], [4.52, 3.49, -1.20], [3.67, 3.06, -0.05], [4.01, 3.61, 1.33], [2.44, 3.06, -0.23], [4.21, 4.44, -1.70], [4.54, 2.81, -2.08], [5.55, 3.52, -0.90], [3.92, 1.99, -0.02], [5.15, 3.69, 1.46], [3.56, 2.99, 2.12], [3.59, 4.61, 1.30], [2.09, 2.58, 0.53], [-0.24, 2.68, -3.69], [0.25, 3.91, -2.95], [1.77, 4.32, -3.20], [-0.45, 4.88, -3.29], [0.26, 1.84, -3.21], [-0.11, 2.76, -4.79], [-1.26, 2.49, -3.58], [0.13, 3.70, -1.89], [1.96, 4.65, -4.18], [2.48, 3.48, -2.99], [2.11, 5.15, -2.64], [-0.31, 5.65, -2.73], [-0.96, -0.57, -4.84], [-2.46, -0.97, -5.01], [-2.80, -2.47, -4.77], [-3.25, -0.25, -4.33], [-0.30, -0.80, -3.96], [-0.85, 0.35, -5.27], [-0.53, -1.12, -5.65], [-2.74, -0.76, -6.05], [-2.22, -3.10, -5.46], [-3.88, -2.71, -5.14], [-2.81, -2.70, -3.72], [-3.74, 0.27, -5.03], [-2.21, -3.17, 1.23], [-3.49, -3.26, 0.44], [-4.56, -2.59, 1.26], [-3.65, -2.93, -0.73], [-2.28, -3.54, 2.23], [-1.86, -2.18, 1.51], [-1.36, -3.73, 0.78], [-3.76, -4.37, 0.38], [-4.44, -1.53, 1.46], [-4.55, -2.96, 2.27], [-5.56, -2.77, 0.92], [-4.24, -3.56, -1.11], [-1.53, 0.69, 4.88], [-1.35, -0.73, 4.46], [-2.72, -1.31, 4.18], [-0.62, -0.78, 3.44], [-2.13, 0.85, 5.80], [-1.99, 1.33, 4.22], [-0.53, 1.10, 5.01], [-0.92, -1.36, 5.17], [-3.40, -1.08, 5.01], [-2.65, -2.35, 4.04], [-3.10, -0.86, 3.30], [-0.78, -0.08, 2.78]],
  "e_homo_ha": -0.321,
  "smiles": "NC(N)=O.NC(N)=O.NC(N)=O.NC(N)=O.CC(C)O.CC(C)O.CC(C)O.CC(C)O.CC(C)O.CO.CO",
  "multiplicity": 1
}

Pick (w): it beats the second-best structure by 194.4 kJ/mol.

(w)
{
  "formula": "C3H8N5",
  "method": "ωB97M-V/def2-TZVPD",
  "elements": ["C", "C", "C", "N", "N", "N", "N", "N", "H", "H", "H", "H", "H", "H", "H", "H"],
  "positions_angstrom": [[-3.23, 0.06, -1.02], [2.20, -1.56, 0.14], [-2.55, -0.81, -0.48], [-1.12, 1.89, -0.96], [1.52, -0.69, -0.17], [2.83, -2.57, 0.63], [0.47, 1.67, 0.63], [-0.73, 1.95, 0.26], [-4.08, 0.45, -1.58], [-0.39, 1.65, -1.65], [-1.78, -1.23, 0.17], [3.84, -2.39, 1.07], [2.56, -3.50, 0.48], [0.80, 1.77, 1.56], [1.07, 0.93, 0.11], [-1.42, 2.40, 0.82]],
  "e_homo_ha": -0.493,
  "charge": 1,
  "multiplicity": 1
}

(x)
{
  "formula": "C3H8N5",
  "method": "ωB97M-V/def2-TZVPD",
  "elements": ["C", "C", "C", "N", "N", "N", "N", "N", "H", "H", "H", "H", "H", "H", "H", "H"],
  "positions_angstrom": [[-1.19, 1.15, 0.14], [1.10, -0.11, -0.08], [1.08, 1.33, -0.39], [-0.14, 1.88, 0.24], [-1.25, -0.10, -0.30], [-0.05, -0.77, -0.16], [2.21, -0.82, 0.13], [-2.54, -0.84, 0.07], [-2.01, 1.64, 0.50], [1.92, 1.77, 0.13], [1.04, 1.59, -1.45], [0.01, -1.82, 0.03], [3.07, -0.33, 0.33], [1.99, -1.62, 0.65], [-2.30, -1.57, 0.81], [-2.93, -1.38, -0.66]],
  "e_homo_ha": -0.503,
  "charge": 1,
  "smiles": "NN1C=NCC(=[NH2+])N1",
  "multiplicity": 1
}

Pick (x): it beats the second-best structure by 297.2 kJ/mol.

(w)
{
  "formula": "C3H5NOS2",
  "method": "ωB97M-V/def2-TZVPD",
  "elements": ["C", "C", "C", "H", "H", "H", "H", "H", "N", "O", "S", "S"],
  "positions_angstrom": [[0.71, -0.76, 0.05], [0.48, 0.44, 0.89], [0.29, 1.58, -0.10], [-2.37, -0.36, -1.10], [-0.20, -2.16, -1.04], [-0.41, 0.40, 1.53], [1.36, 0.67, 1.48], [0.62, 2.59, 0.22], [-0.39, -1.41, -0.39], [-0.28, 1.43, -1.13], [-2.04, -1.15, -0.04], [2.23, -1.27, -0.36]],
  "e_homo_ha": -0.320,
  "smiles": "O=CCC(=S)NS",
  "multiplicity": 1
}

(x)
{
  "formula": "C3H5NOS2",
  "method": "ωB97M-V/def2-TZVPD",
  "elements": ["C", "C", "C", "H", "H", "H", "H", "H", "N", "O", "S", "S"],
  "positions_angstrom": [[-0.14, 0.00, 1.43], [-1.27, 0.61, -0.87], [1.61, -0.77, -0.23], [0.21, 0.95, 1.34], [-0.41, -0.52, 2.54], [-2.03, 0.91, -1.64], [-0.85, 1.63, -0.57], [2.83, -0.95, -0.02], [1.23, -0.64, -1.38], [0.76, -0.95, 0.85], [-1.87, -0.26, 0.72], [-0.08, 0.00, -2.18]],
  "e_homo_ha": -0.322,
  "smiles": "C1=NSCSCO1",
  "multiplicity": 1
}

Pick (w): it beats the second-best structure by 229.2 kJ/mol.

(w)
{
  "formula": "C2H2Cl2O2",
  "method": "ωB97M-V/def2-TZVPD",
  "elements": ["C", "C", "O", "O", "Cl", "Cl", "H", "H"],
  "positions_angstrom": [[0.72, 0.10, -1.23], [-0.93, -1.51, -0.32], [1.00, 1.59, 0.93], [0.25, 0.88, -0.46], [-0.30, -1.72, 1.27], [-2.55, -0.98, -0.29], [1.55, -0.49, -1.33], [0.27, 2.13, 1.44]],
  "e_homo_ha": [-0.313, -0.313],
  "multiplicity": 1
}

(x)
{
  "formula": "C2H2Cl2O2",
  "method": "ωB97M-V/def2-TZVPD",
  "elements": ["C", "C", "O", "O", "Cl", "Cl", "H", "H"],
  "positions_angstrom": [[-2.59, -0.10, 0.53], [-0.09, -0.44, 0.04], [-2.51, 0.11, 1.68], [-1.37, -0.35, -0.43], [-3.89, -0.29, -0.51], [0.41, -2.13, -0.13], [0.42, 0.33, -0.43], [0.07, -0.26, 1.14]],
  "e_homo_ha": -0.399,
  "smiles": "O=C(Cl)OCCl",
  "multiplicity": 1
}

(y)
{
  "formula": "C2H2Cl2O2",
  "method": "ωB97M-V/def2-TZVPD",
  "elements": ["C", "C", "O", "O", "Cl", "Cl", "H", "H"],
  "positions_angstrom": [[-0.18, -0.57, -0.98], [0.31, 0.94, 1.30], [-0.49, -1.29, -0.15], [0.51, 1.24, 0.03], [1.77, 0.58, 2.28], [-0.64, 2.18, 2.21], [0.41, -0.07, -1.84], [-0.28, 0.14, 1.55]],
  "e_homo_ha": -0.362,
  "multiplicity": 1
}

Pick (x): it beats the second-best structure by 226.6 kJ/mol.